{
  "formula": "C60H140N4O12",
  "method": "ωB97M-V/def2-TZVPD",
  "species": ["C", "C", "C", "O", "H", "H", "H", "H", "H", "H", "H", "H", "C", "C", "C", "O", "H", "H", "H", "H", "H", "H", "H", "H", "C", "C", "C", "O", "H", "H", "H", "H", "H", "H", "H", "H", "C", "C", "C", "O", "H", "H", "H", "H", "H", "H", "H", "H", "C", "C", "C", "O", "H", "H", "H", "H", "H", "H", "H", "H", "C", "C", "C", "O", "H", "H", "H", "H", "H", "H", "H", "H", "C", "C", "C", "O", "H", "H", "H", "H", "H", "H", "H", "H", "C", "C", "C", "O", "H", "H", "H", "H", "H", "H", "H", "H", "C", "C", "C", "C", "C", "C", "N", "O", "C", "C", "C", "H", "H", "H", "H", "H", "H", "H", "H", "H", "H", "H", "H", "H", "H", "H", "H", "H", "H", "H", "C", "C", "C", "C", "C", "C", "N", "O", "C", "C", "C", "H", "H", "H", "H", "H", "H", "H", "H", "H", "H", "H", "H", "H", "H", "H", "H", "H", "H", "H", "C", "C", "C", "C", "C", "C", "N", "O", "C", "C", "C", "H", "H", "H", "H", "H", "H", "H", "H", "H", "H", "H", "H", "H", "H", "H", "H", "H", "H", "H", "C", "C", "C", "C", "C", "C", "N", "O", "C", "C", "C", "H", "H", "H", "H", "H", "H", "H", "H", "H", "H", "H", "H", "H", "H", "H", "H", "H", "H", "H"],
  "positions_angstrom": [[3.043211, 1.520716, 2.041057], [4.050009, 1.376969, 0.863145], [3.374685, 1.613974, -0.488473], [5.157087, 2.228823, 1.044679], [2.344305, 0.685977, 2.122469], [2.432622, 2.390157, 1.825668], [3.567984, 1.620631, 3.004526], [4.503198, 0.363752, 0.922350], [2.915777, 2.614504, -0.452034], [2.599216, 0.845935, -0.704898], [4.106211, 1.525998, -1.285753], [4.898702, 3.149712, 1.053977], [-3.932421, 1.792307, -4.271964], [-2.996334, 1.266788, -3.240365], [-3.575592, 1.466914, -1.878019], [-2.712927, -0.090048, -3.469808], [-4.868607, 1.228756, -4.237409], [-3.489164, 1.659292, -5.282481], [-4.141531, 2.845188, -4.111089], [-2.037090, 1.749203, -3.368014], [-3.023604, 0.873253, -1.157899], [-4.611024, 1.104903, -1.921277], [-3.602816, 2.503436, -1.507302], [-3.525993, -0.558653, -3.703445], [-0.874282, 4.763340, 3.940942], [-0.119679, 3.894156, 2.981827], [-0.945905, 3.024846, 2.092212], [0.736859, 4.586892, 2.033047], [-1.514997, 4.155370, 4.592030], [-1.539135, 5.401692, 3.346108], [-0.246821, 5.445216, 4.559160], [0.422710, 3.177869, 3.637774], [-1.448656, 3.607646, 1.349131], [-1.743571, 2.599476, 2.688444], [-0.373660, 2.195701, 1.637908], [1.584714, 4.852017, 2.403460], [-2.092928, -5.249341, 1.481022], [-2.368337, -6.535952, 0.691141], [-3.861085, -6.679161, 0.339054], [-1.659230, -6.484594, -0.493365], [-1.020048, -5.229685, 1.693663], [-2.589350, -5.226224, 2.454722], [-2.468598, -4.427719, 0.859649], [-2.033567, -7.475333, 1.097953], [-4.465820, -7.076364, 1.172327], [-3.969903, -7.455817, -0.448336], [-4.252420, -5.724635, 0.006293], [-1.859310, -5.705286, -1.030361], [-1.467579, -5.748818, -4.073013], [-0.985398, -4.455196, -3.480140], [-0.864694, -3.374708, -4.498819], [-1.853076, -4.079200, -2.394839], [-0.938960, -6.089289, -4.976401], [-2.489527, -5.541054, -4.410539], [-1.462296, -6.566437, -3.292742], [0.051496, -4.569885, -3.118126], [-1.655324, -3.294229, -5.241505], [0.079606, -3.535103, -4.996332], [-0.828825, -2.395688, -4.022920], [-1.388890, -3.380971, -1.927543], [0.312114, 2.629024, -6.181709], [0.358400, 1.120165, -5.879581], [0.736995, 0.920581, -4.394746], [-0.896637, 0.497190, -6.060612], [0.007874, 2.780134, -7.212698], [1.242270, 3.171496, -6.041015], [-0.488059, 3.076758, -5.577884], [1.064021, 0.595174, -6.506553], [0.742042, -0.128693, -4.116994], [-0.124049, 1.332085, -3.826028], [1.648137, 1.374790, -4.070099], [-0.820617, -0.355503, -5.625723], [-0.034313, 0.105100, 4.007854], [0.884614, -0.276536, 5.171127], [1.601527, 0.951235, 5.826271], [0.236861, -0.873243, 6.326283], [-0.769674, 0.863366, 4.287350], [-0.531114, -0.756737, 3.532997], [0.634540, 0.540789, 3.245588], [1.605563, -0.991355, 4.807692], [2.209436, 1.578676, 5.185800], [2.176111, 0.625594, 6.680390], [0.732700, 1.525652, 6.192503], [0.045510, -1.813594, 6.185132], [-0.175096, -1.781177, 0.611779], [-1.000790, -0.837827, -0.216366], [-0.173781, 0.318368, -0.841127], [-1.665850, -1.618889, -1.236475], [0.297220, -1.281436, 1.458847], [0.614210, -2.171949, -0.051506], [-0.712917, -2.690607, 0.944693], [-1.738752, -0.297274, 0.425581], [0.656311, -0.146171, -1.388158], [0.306832, 0.985064, -0.101571], [-0.778068, 0.909287, -1.531704], [-2.070588, -1.060216, -1.938436], [4.719757, -1.902390, 3.746226], [4.048436, -3.033940, 3.026854], [4.983583, -3.428163, 1.860589], [4.508560, -4.703111, 1.135364], [4.581414, -5.798575, 2.173625], [3.644620, -5.569794, 3.389743], [4.002027, -4.186933, 3.895343], [3.214064, -3.893768, 4.985240], [2.175259, -5.814170, 2.972535], [4.092345, -6.512284, 4.497216], [2.627809, -2.658885, 2.539288], [4.752661, -0.987866, 3.148683], [5.776822, -2.147213, 3.878962], [4.317683, -1.706077, 4.754012], [5.161273, -2.570890, 1.203731], [5.963044, -3.612035, 2.261277], [5.221489, -4.949926, 0.347678], [3.534082, -4.618250, 0.660662], [5.600229, -5.779518, 2.565224], [4.374304, -6.773555, 1.713418], [1.958734, -5.393061, 2.004539], [1.898806, -6.856355, 3.058168], [1.589096, -5.271018, 3.720092], [3.291946, -6.607578, 5.223587], [4.286913, -7.523808, 4.075778], [5.015344, -6.172847, 4.954219], [2.731489, -1.658193, 2.114813], [1.929305, -2.645026, 3.368432], [2.284199, -3.304265, 1.721689], [3.878395, -3.543121, 5.591504], [-2.135501, 8.184980, -1.028180], [-2.301946, 6.708227, -0.478621], [-3.384454, 5.899970, -1.218783], [-2.879667, 5.509802, -2.588199], [-1.618003, 4.689233, -2.471128], [-0.446865, 5.454799, -1.759454], [-1.040621, 5.897132, -0.462690], [-0.023040, 6.556489, 0.232513], [0.619239, 4.420587, -1.526951], [0.126961, 6.576458, -2.665614], [-2.761975, 6.772723, 0.957282], [-1.119942, 8.537980, -0.891845], [-2.845327, 8.783189, -0.491260], [-2.400371, 8.243694, -2.092476], [-3.576241, 4.934936, -0.692596], [-4.342467, 6.434365, -1.258591], [-2.720302, 6.380154, -3.225352], [-3.591472, 4.908217, -3.172312], [-1.241914, 4.328864, -3.428854], [-1.819406, 3.787472, -1.857937], [0.081053, 3.593330, -0.984689], [1.002096, 4.017629, -2.446003], [1.482034, 4.725650, -0.922940], [0.846684, 6.110691, -3.322517], [-0.617073, 6.993769, -3.349679], [0.566716, 7.356644, -2.042807], [-3.667585, 7.335399, 1.138431], [-2.010032, 7.280532, 1.571230], [-2.977458, 5.770306, 1.364968], [0.101553, 6.041945, 1.043562], [-4.839105, -0.647135, 4.713908], [-5.078695, 0.160506, 3.449926], [-6.532889, -0.052939, 3.106139], [-7.013094, 0.957196, 2.098119], [-6.826134, 2.370966, 2.592707], [-5.359870, 2.620509, 2.925913], [-4.857708, 1.537667, 3.851239], [-3.501699, 1.816306, 4.050340], [-4.583036, 2.709022, 1.590373], [-5.255976, 3.945440, 3.669343], [-4.091073, -0.348334, 2.303898], [-5.030887, -1.697547, 4.536299], [-5.542722, -0.285688, 5.481501], [-3.826851, -0.482475, 5.113807], [-6.691866, -1.071618, 2.792492], [-7.099331, 0.070640, 4.042271], [-8.065502, 0.731637, 1.930454], [-6.535713, 0.804005, 1.113084], [-7.424769, 2.545290, 3.517734], [-7.162752, 3.134341, 1.884456], [-4.995824, 1.958451, 0.920976], [-4.766637, 3.682099, 1.137952], [-3.524342, 2.564202, 1.704957], [-5.718567, 3.843600, 4.633089], [-4.204997, 4.193662, 3.744874], [-5.801251, 4.743626, 3.149000], [-3.901106, -1.410257, 2.471521], [-3.164720, 0.212684, 2.372951], [-4.593943, -0.261923, 1.348682], [-3.463690, 2.114796, 4.942704], [6.550536, -1.852569, -4.413398], [5.270589, -1.124471, -4.015355], [4.148260, -1.215762, -5.028575], [3.378373, -2.510048, -5.128008], [2.779434, -2.689551, -3.723814], [3.819286, -2.708552, -2.630244], [4.646110, -1.476104, -2.741144], [5.586708, -1.393986, -1.742253], [3.069816, -2.624952, -1.316395], [4.630730, -4.045412, -2.609042], [5.578689, 0.375490, -3.976083], [6.235691, -2.797738, -4.903573], [7.206342, -2.038904, -3.568539], [7.009525, -1.163860, -5.160087], [3.383010, -0.453188, -4.788017], [4.554535, -0.884817, -5.987080], [4.070092, -3.316143, -5.460475], [2.607367, -2.306630, -5.904899], [2.146684, -3.593241, -3.607614], [2.046691, -1.875914, -3.559521], [2.622678, -1.640896, -1.193910], [2.263301, -3.370894, -1.297586], [3.785931, -2.728240, -0.490393], [3.978756, -4.776562, -2.121984], [4.663081, -4.447321, -3.626309], [5.619056, -3.940797, -2.186246], [6.249054, 0.589268, -3.167311], [4.686009, 0.957904, -3.803258], [6.040637, 0.660579, -4.915475], [5.257057, -0.679286, -1.182496]],
  "forces_ev_per_a": [[0.517, -0.140, -0.461], [-0.560, -0.831, 0.689], [-0.329, -0.603, 0.422], [0.633, -0.069, 0.036], [0.191, -0.161, -0.195], [-0.171, 0.456, 0.263], [-0.146, 0.033, -0.395], [-0.282, 0.386, -0.187], [0.058, -0.280, -0.356], [0.344, 0.581, 0.302], [0.130, 0.289, -0.173], [-0.313, 0.265, -0.061], [0.115, -0.067, -1.526], [0.102, 0.738, -0.177], [-0.460, 0.056, 0.834], [0.088, -1.274, -0.011], [-0.124, 0.097, 0.012], [-0.298, 0.153, 0.529], [-0.105, 0.130, 0.004], [0.286, 0.323, 0.198], [-0.020, -0.072, 0.314], [0.079, -0.006, 0.305], [0.087, -0.241, -0.373], [0.077, 0.078, 0.026], [-0.614, 1.335, -0.278], [1.406, -1.303, 0.202], [-0.724, -0.749, 0.439], [-0.007, 0.143, 0.682], [0.286, 0.056, -0.074], [-0.081, 0.110, 0.218], [-0.215, -0.675, -0.405], [0.594, 0.459, -0.537], [-0.075, 0.491, -0.825], [-0.109, -0.411, 0.194], [-0.138, 0.572, 0.146], [-0.102, -0.030, 0.354], [0.006, -1.090, 0.463], [-1.582, 0.590, -0.309], [-0.033, -1.206, 0.359], [1.385, -0.121, -1.552], [-0.060, 0.497, -0.278], [-0.201, -0.004, -0.112], [0.406, 0.084, 0.224], [0.191, -0.100, 0.978], [0.204, 0.486, -0.036], [0.144, 0.673, 0.227], [-0.230, 0.104, -0.169], [-0.194, 0.249, 0.070], [-0.646, -0.937, 0.504], [0.521, -0.154, 0.491], [-0.028, 1.024, -0.473], [0.322, -1.047, -0.642], [0.219, 0.278, 0.470], [-0.096, -0.366, 0.197], [-0.112, 0.804, -0.940], [-0.293, -0.254, 0.411], [-0.258, -0.380, -0.039], [0.298, 0.136, -0.533], [0.189, 0.137, 0.226], [-0.239, 0.645, 0.390], [-1.109, -0.710, -0.423], [0.927, 0.430, 1.509], [-1.606, 0.058, -0.173], [-0.457, 0.504, -0.444], [-0.010, 0.031, -0.271], [0.176, -0.284, 0.262], [0.269, -0.002, 0.092], [0.581, 0.102, -0.408], [0.230, -0.358, -0.106], [0.682, 0.054, -0.126], [0.657, 0.385, 0.078], [-0.294, -0.158, 0.052], [0.525, -0.008, 0.022], [0.369, 0.339, 0.993], [-1.685, -0.534, -0.382], [-0.300, -0.049, -0.552], [-0.053, -0.145, 0.032], [0.072, 0.230, 0.391], [-0.380, -0.035, 0.141], [0.472, -0.253, -0.217], [0.016, -0.081, -0.376], [0.171, -0.128, 0.156], [0.558, 0.216, 0.092], [0.133, 0.446, -0.232], [0.468, -0.847, -0.502], [-0.842, 1.449, -0.145], [0.547, -0.972, 0.151], [0.337, 0.548, 0.361], [-0.086, -0.048, -0.061], [0.010, 0.155, 0.305], [-0.070, 0.728, 0.012], [-0.012, -0.722, -0.280], [-0.106, 0.165, -0.257], [-0.505, -0.312, -0.110], [0.073, 0.018, 0.097], [0.357, -0.089, 0.440], [0.775, 0.554, 0.784], [-0.612, -0.721, -1.538], [-1.004, 0.220, -0.681], [0.873, 0.470, 0.335], [-0.411, -0.154, 0.316], [1.172, 0.537, -0.981], [0.896, -1.717, -0.949], [-0.705, 0.411, 1.561], [0.483, 1.043, 1.441], [-0.451, -0.980, -0.473], [0.970, 0.508, -0.649], [-0.436, 0.028, 0.092], [-0.004, -0.172, 0.186], [-0.095, 0.222, -0.538], [-0.439, 0.027, -0.171], [0.508, -0.330, 0.418], [-0.034, 0.095, -0.178], [-0.095, 0.088, 0.096], [0.104, -0.350, -0.046], [0.020, 0.056, 0.306], [-0.152, -0.151, -0.361], [0.100, -0.285, -0.260], [-0.330, -0.089, -0.147], [0.103, -0.032, 0.394], [-0.228, 0.539, 0.209], [0.011, 0.151, 0.118], [-0.401, 0.154, -0.018], [-0.138, -0.036, -0.006], [-0.034, 0.085, 0.404], [-0.451, -0.194, 0.370], [-0.311, -1.635, -0.431], [0.086, 0.333, -0.071], [0.310, -0.666, -0.323], [-0.339, -0.336, -1.116], [0.929, 0.123, 0.711], [-1.501, 0.294, -0.764], [-0.134, -0.762, -0.881], [0.148, 1.025, 0.311], [-0.432, -1.206, 1.791], [-0.753, -0.274, 0.280], [0.340, -0.055, 1.275], [0.027, 0.095, 0.183], [-0.189, 0.604, 0.268], [0.204, -0.022, 0.207], [0.159, 0.695, 0.074], [0.310, 0.119, 0.045], [0.150, 0.198, 0.061], [-0.222, 0.122, 0.369], [-0.086, 0.080, -0.229], [0.028, 0.388, -0.224], [0.890, 0.468, -0.278], [0.042, -0.129, -0.634], [-0.327, 0.237, -0.054], [0.562, 0.078, -0.055], [-0.108, 0.215, 0.351], [0.160, -0.055, -0.275], [-0.403, 0.302, -0.503], [0.027, -0.268, 0.040], [0.399, 0.214, -0.156], [0.048, -0.304, -0.086], [0.293, 0.355, 0.770], [1.647, -1.273, -0.076], [0.063, 0.942, 0.396], [-1.000, -0.483, -0.850], [-0.206, -0.017, 0.955], [0.156, 0.023, -0.259], [-1.791, 1.826, -0.934], [0.838, -0.661, -0.800], [-0.768, -0.163, 0.262], [0.027, -0.128, -0.534], [-1.271, 0.118, 1.206], [0.143, -0.314, 0.031], [0.223, -0.197, -0.174], [-0.204, -0.320, -0.236], [0.058, -0.405, -0.292], [-0.031, 0.052, -0.246], [-0.229, 0.254, -0.177], [-0.094, 0.050, 0.412], [0.274, -0.276, -0.475], [0.098, -0.183, -0.110], [0.358, 0.008, -0.244], [0.040, 0.143, -0.026], [0.326, -0.055, 0.054], [-0.032, -0.033, 0.680], [0.154, 0.421, 0.253], [0.281, -0.185, -0.114], [0.136, 0.060, -0.033], [0.100, -0.039, -0.256], [0.281, 0.205, -0.379], [0.087, 0.269, 1.131], [-0.888, -0.194, -1.061], [-0.882, 0.924, 0.324], [-0.279, 0.704, -0.944], [0.185, 0.152, -0.119], [-0.965, -0.659, -0.901], [0.885, -0.013, 0.496], [-1.294, -0.120, -1.076], [0.842, -0.107, 1.430], [0.269, 0.382, 0.547], [-1.458, 0.252, -1.201], [0.142, -0.259, 0.278], [0.689, 0.325, 0.244], [0.072, 0.050, -0.031], [0.154, -0.962, 0.450], [0.445, -0.114, 0.125], [0.041, -0.236, -0.214], [-0.749, 0.176, 0.256], [0.303, -0.696, 0.490], [0.502, 0.119, -0.233], [0.509, -0.055, 0.061], [-0.186, 0.198, -0.144], [0.357, 0.020, 0.259], [-0.457, -0.297, -0.101], [0.501, -0.022, 0.501], [0.577, 0.171, -0.046], [0.068, -0.100, 0.278], [0.640, 0.195, 0.370], [-0.371, 0.148, -0.056], [0.021, 0.248, -0.092], [0.212, -0.082, 0.070]],
  "e_homo_ev": -8.358,
  "smiles": "CC1(C)CCCC(C)(C)N1O.CC1(C)CCCC(C)(C)N1O.CC1(C)CCCC(C)(C)N1O.CC1(C)CCCC(C)(C)N1O.CC(C)O.CC(C)O.CC(C)O.CC(C)O.CC(C)O.CC(C)O.CC(C)O.CC(C)O",
  "charge": 0,
  "homo_lumo_gap_ev": 8.68,
  "de_lowest_kj_mol": 0.0,
  "energy_ha": -3491.7977,
  "max_force_ev_per_a": 2.7
}